# C5H10BrN4

An isolated ion of composition C5H10BrN4 and charge +1 in a non-equilibrium geometry (wB97M-V/def2-TZVPD, OMol25).

```
20
Properties=species:S:1:pos:R:3
C 1.952 -0.527 0.853
C 1.877 -0.072 -0.656
C 0.585 0.824 -0.848
Br 0.948 2.561 -0.058
N -0.607 0.111 -0.370
N -0.832 -1.174 -0.722
C -1.995 -1.598 -0.214
N -2.582 -0.621 0.516
C -1.695 0.409 0.381
N -1.941 1.600 0.956
H 1.327 0.113 1.506
H 3.004 -0.436 1.182
H 1.625 -1.588 0.893
H 2.741 0.596 -0.852
H 1.901 -0.905 -1.384
H 0.477 0.965 -1.944
H -0.244 -1.778 -1.289
H -2.444 -2.589 -0.361
H -2.833 2.067 0.842
H -1.266 2.041 1.569
```

Summary:
HOMO-LUMO gap   10.3 eV
Structure (SMILES)   CC[C@H](Br)n1[nH]cnc1=[NH2+]
Calculated total energy   -2989.28829 Eh
Charge   +1
ΔE to the lowest compared entry with this formula, charge and spin   0.0 kJ/mol

***

# C30H50N2O14

A 8-piece molecular cluster, C30H50N2O14 overall in a non-equilibrium geometry (wB97M-V/def2-TZVPD, OMol25).

```
96
Properties=species:S:1:pos:R:3
O 3.227 1.708 6.285
C 2.014 1.439 6.098
C 0.998 1.213 7.152
C -0.253 0.949 6.326
C 0.156 1.050 4.851
O 1.562 1.201 4.830
H 1.203 0.341 7.773
H 0.871 2.163 7.670
H -0.528 -0.101 6.428
H -1.089 1.599 6.582
H -0.129 0.311 4.102
H -0.397 1.914 4.483
O 2.370 -7.769 2.527
C 2.209 -6.573 2.638
C 2.438 -5.690 3.839
C 2.710 -4.232 3.221
C 2.050 -4.371 1.900
O 2.135 -5.814 1.539
H 1.601 -5.681 4.538
H 3.294 -6.130 4.350
H 2.309 -3.448 3.863
H 3.723 -3.923 2.962
H 1.078 -3.927 1.687
H 2.606 -3.893 1.093
O -1.755 -4.044 -3.557
C -2.792 -3.832 -4.160
C -3.262 -4.339 -5.506
C -4.423 -3.418 -5.844
C -4.881 -2.976 -4.478
O -3.788 -3.050 -3.578
H -2.459 -4.511 -6.223
H -3.614 -5.356 -5.328
H -3.888 -2.599 -6.325
H -5.110 -3.948 -6.503
H -5.344 -1.994 -4.386
H -5.593 -3.642 -3.990
O -2.386 5.476 -1.212
C -1.571 5.001 -0.493
C -1.838 4.286 0.706
C -0.702 3.317 0.706
C 0.393 4.072 -0.070
O -0.275 5.151 -0.723
H -1.944 5.044 1.481
H -2.857 3.904 0.647
H -0.376 3.010 1.700
H -0.984 2.341 0.313
H 1.170 4.362 0.637
H 1.002 3.496 -0.766
O -5.608 0.932 -4.784
C -5.357 0.686 -3.618
C -3.979 0.777 -2.912
C -4.417 0.152 -1.587
C -5.922 0.425 -1.379
O -6.418 0.587 -2.688
H -3.140 0.343 -3.456
H -3.752 1.834 -2.772
H -3.982 -0.847 -1.554
H -3.973 0.759 -0.798
H -6.278 -0.531 -0.993
H -6.159 1.268 -0.731
O -0.874 1.615 -3.423
C -0.288 2.640 -3.667
C -0.729 3.779 -4.551
C 0.638 4.203 -5.075
C 1.535 4.060 -3.860
O 0.944 2.837 -3.204
H -1.529 3.390 -5.180
H -1.115 4.488 -3.818
H 1.031 3.732 -5.975
H 0.433 5.243 -5.328
H 2.597 3.881 -4.026
H 1.598 5.002 -3.317
C 7.918 0.138 2.314
N 6.629 -0.372 2.785
C 5.551 0.417 2.935
C 4.379 -0.290 3.518
O 5.553 1.613 2.802
H 8.383 -0.538 1.597
H 8.645 0.039 3.120
H 8.027 1.181 2.014
H 6.412 -1.355 2.865
H 4.497 -1.195 4.114
H 3.724 -0.531 2.680
H 3.818 0.398 4.150
C 1.577 0.080 0.579
N 0.619 -0.257 -0.537
C -0.170 -1.364 -0.456
C -1.170 -1.558 -1.607
O -0.050 -2.182 0.452
H 1.860 1.112 0.371
H 2.495 -0.507 0.559
H 1.147 0.130 1.579
H 0.347 0.435 -1.221
H -0.759 -2.136 -2.435
H -1.467 -0.574 -1.970
H -2.106 -2.024 -1.301
```

Summary:
HOMO-LUMO gap   9.7 eV
Structure (SMILES)   O=C1CCCO1.O=C1CCCO1.O=C1CCCO1.O=C1CCCO1.O=C1CCCO1.O=C1CCCO1.CNC(C)=O.CNC(C)=O
Calculated total energy   -2335.96246 Eh
ΔE to the lowest compared entry with this formula, charge and spin   0.0 kJ/mol

***

# C5H7Br9Cl4

C5H7Br9Cl4 as an isolated structure in a non-equilibrium geometry (wB97M-V/def2-TZVPD, OMol25).

```
25
Properties=species:S:1:pos:R:3
C 4.856 -2.386 -0.992
Cl 4.179 -1.496 -2.425
Cl 4.543 -1.461 0.466
H 4.390 -3.322 -0.683
H 5.942 -2.371 -1.082
C 0.280 -1.134 6.335
Cl 1.189 -2.696 5.998
Cl -0.560 -1.019 7.881
H 0.965 -0.289 6.404
H -0.504 -0.945 5.602
C -1.163 0.537 -1.011
Br -0.750 -1.324 -0.581
Br -1.180 1.561 0.702
Br -2.946 0.651 -2.038
H -0.300 0.902 -1.568
C 3.512 6.887 -0.390
Br 3.649 4.897 -0.823
Br 1.625 7.305 -0.445
Br 4.728 7.873 -1.625
H 3.935 6.984 0.610
C -7.195 -3.700 -4.035
Br -7.474 -3.470 -5.940
Br -6.342 -5.482 -3.738
Br -8.827 -3.612 -2.928
H -6.552 -2.888 -3.695
```

Summary:
HOMO-LUMO gap   9.7 eV
Calculated total energy   -25201.51773 Eh
ΔE to the lowest compared entry with this formula, charge and spin   98.1 kJ/mol

***

# CN3O2S

A 2-piece molecular cluster, CN3O2S overall in a non-equilibrium geometry (wB97M-V/def2-TZVPD, OMol25).

```
7
Properties=species:S:1:pos:R:3
C -0.079 -1.630 1.600
N 0.611 -2.166 2.355
N 0.428 0.463 -0.400
N -0.118 1.219 -1.214
O -1.260 1.411 -1.542
O 0.836 1.903 -1.611
S -1.168 -1.062 0.507
```

Summary:
HOMO-LUMO gap (alpha / beta)   7.9 / 7.9 eV
Calculated total energy   -750.92290 Eh
Charge   -1
ΔE to the lowest compared entry with this formula, charge and spin   153.8 kJ/mol

***

# C23H49ClN5O11S3

A 4-piece molecular cluster, C23H49ClN5O11S3 overall in a non-equilibrium geometry (wB97M-V/def2-TZVPD, OMol25).

```
92
Properties=species:S:1:pos:R:3
C 5.785 -2.774 4.609
C 4.925 -3.263 3.322
O 3.791 -3.759 3.538
N 5.559 -3.085 2.006
C 5.265 -4.210 1.061
C 4.586 -3.533 -0.254
C 3.102 -2.979 0.033
C 2.077 -3.905 -0.791
C 0.606 -3.931 -0.161
C -0.466 -2.831 -0.503
C -0.145 -1.609 -1.458
C -0.512 -0.176 -0.844
C -0.509 -0.125 0.764
O 0.269 0.919 -1.400
C -1.867 -3.069 0.192
Cl -3.239 -1.892 -0.165
N -2.172 -4.120 1.072
N -1.213 -5.002 1.306
N -1.575 -6.037 2.189
C 0.140 -5.066 0.827
C 1.116 -6.282 1.265
N 1.607 -6.135 2.698
H 6.835 -2.492 4.223
H 5.242 -1.858 5.012
H 5.822 -3.658 5.325
H 5.300 -2.195 1.562
H 4.607 -5.032 1.499
H 6.278 -4.673 0.773
H 4.508 -4.368 -1.048
H 5.298 -2.746 -0.680
H 2.846 -2.874 1.142
H 3.064 -1.917 -0.422
H 2.015 -3.452 -1.851
H 2.434 -4.983 -0.944
H -0.579 -1.747 -2.520
H 1.001 -1.609 -1.616
H -1.597 0.045 -1.165
H -0.097 0.910 1.052
H -1.567 -0.168 1.219
H 0.171 -0.899 1.255
H 1.184 0.797 -1.056
H -1.505 -6.940 1.703
H -0.951 -6.009 3.020
H 0.577 -7.269 1.077
H 2.068 -6.296 0.613
H 1.119 -6.903 3.205
H 1.141 -5.261 3.021
O -2.051 2.786 0.955
S -3.464 2.835 0.679
O -3.969 2.945 -0.665
O -4.135 3.991 1.585
C -3.609 5.317 1.497
C -4.032 6.007 0.213
C -4.261 1.454 1.457
H -2.520 5.306 1.600
H -4.008 5.873 2.349
H -3.588 5.522 -0.660
H -3.716 7.051 0.213
H -5.117 5.961 0.091
H -3.920 1.382 2.489
H -3.992 0.545 0.911
H -5.339 1.606 1.410
O 4.536 3.169 1.203
S 3.772 4.159 1.917
O 3.047 3.836 3.118
O 2.766 4.890 0.883
C 1.866 4.081 0.126
C 0.713 3.576 0.973
C 4.808 5.554 2.250
H 2.402 3.252 -0.348
H 1.471 4.709 -0.675
H 1.062 2.881 1.741
H -0.018 3.055 0.358
H 0.220 4.405 1.488
H 5.333 5.832 1.337
H 5.523 5.261 3.020
H 4.190 6.375 2.611
O -5.062 4.065 -5.343
S -5.332 2.671 -5.576
O -6.235 1.922 -4.742
O -3.928 1.872 -5.671
C -3.012 1.979 -4.582
C -3.461 1.156 -3.388
C -5.827 2.458 -7.263
H -2.862 3.027 -4.306
H -2.051 1.598 -4.937
H -4.382 1.556 -2.959
H -2.699 1.161 -2.608
H -3.664 0.124 -3.685
H -5.128 2.989 -7.907
H -6.829 2.876 -7.370
H -5.843 1.394 -7.494
```

Summary:
HOMO-LUMO gap   7.0 eV
Calculated total energy   -3661.42495 Eh
Charge   +1

***

# C28H38N13O5

A 13-piece molecular cluster, C28H38N13O5 overall in a non-equilibrium geometry (wB97M-V/def2-TZVPD, OMol25).

```
84
Properties=species:S:1:pos:R:3
C 6.445 -2.318 -0.488
C 5.496 -1.796 -0.992
O 4.377 -1.358 -1.536
C 3.348 -1.357 -0.565
O 3.360 -0.579 0.342
N 2.336 -2.275 -0.767
O 2.922 -3.457 -1.314
C 1.647 -2.545 0.570
O 2.153 -3.369 1.346
O 0.621 -1.876 0.736
H 7.143 -3.045 -0.111
H 2.486 -4.213 -0.898
C 0.524 -1.975 -3.806
C -0.012 -3.309 -3.581
N -0.431 -4.364 -3.405
H 0.393 -1.342 -2.928
H 1.585 -2.009 -4.027
H 0.025 -1.486 -4.644
C 2.445 0.755 -6.571
C 2.828 0.135 -5.311
N 3.131 -0.350 -4.316
H 2.987 0.315 -7.407
H 1.380 0.629 -6.762
H 2.656 1.823 -6.562
C 6.068 -6.006 -1.556
C 7.254 -5.610 -0.818
N 8.163 -5.238 -0.223
H 5.180 -5.936 -0.928
H 5.905 -5.370 -2.423
H 6.143 -7.033 -1.913
C 3.971 -3.863 -5.301
C 4.805 -5.036 -5.088
N 5.457 -5.966 -4.918
H 4.520 -2.946 -5.090
H 3.618 -3.815 -6.331
H 3.098 -3.882 -4.648
C -2.055 -5.189 2.885
C -1.227 -4.292 2.085
N -0.574 -3.569 1.472
H -2.296 -6.100 2.339
H -1.551 -5.481 3.806
H -2.996 -4.718 3.163
C 2.965 1.830 2.216
C 3.187 3.142 2.809
N 3.371 4.172 3.284
H 2.052 1.805 1.626
H 3.785 1.545 1.559
H 2.877 1.058 2.979
C -6.249 -3.240 3.099
C -5.780 -4.523 3.597
N -5.405 -5.534 3.990
H -5.620 -2.423 3.451
H -6.243 -3.209 2.010
H -7.266 -3.035 3.429
C -7.855 -2.495 7.214
C -8.254 -2.095 5.874
N -8.563 -1.779 4.814
H -7.056 -3.236 7.179
H -7.493 -1.642 7.787
H -8.691 -2.932 7.758
C 0.908 4.174 0.533
C 0.273 4.551 -0.721
N -0.233 4.848 -1.709
H 1.788 3.557 0.364
H 1.227 5.050 1.096
H 0.226 3.608 1.168
C -0.759 6.862 2.872
C -1.394 5.564 3.035
N -1.889 4.534 3.149
H -0.951 7.508 3.727
H 0.322 6.766 2.769
H -1.135 7.359 1.973
C -2.242 7.989 -1.969
C -1.931 8.315 -0.590
N -1.691 8.573 0.504
H -1.448 8.312 -2.643
H -2.369 6.916 -2.100
H -3.164 8.470 -2.284
C -5.496 6.309 0.872
C -5.319 6.916 -0.439
N -5.179 7.390 -1.475
H -4.535 6.111 1.346
H -6.065 6.962 1.532
H -6.030 5.363 0.797
```

Summary:
HOMO-LUMO gap   6.7 eV
Calculated total energy   -2177.56616 Eh
Charge   -1

***

# C13H32O5P2

A 3-piece molecular cluster, C13H32O5P2 overall in a non-equilibrium geometry (wB97M-V/def2-TZVPD, OMol25).

```
52
Properties=species:S:1:pos:R:3
O 4.528 -3.381 -3.730
C 3.266 -2.871 -3.709
O 3.097 -1.561 -3.062
P 1.895 -3.957 -4.474
P -0.143 -3.276 -4.095
O -1.067 -3.766 -5.322
O -0.325 -1.542 -3.999
O -0.797 -3.908 -2.569
H 2.065 -3.966 -5.932
H 2.000 -5.319 -3.990
H -1.323 -1.387 -4.149
H -0.297 -4.782 -2.471
C 4.850 1.668 2.780
C 4.835 1.283 1.309
C 3.911 2.163 0.463
C 2.426 2.100 0.837
C 1.798 0.705 0.788
C 1.813 0.089 -0.603
H 3.864 1.551 3.239
H 5.549 1.030 3.329
H 5.170 2.707 2.907
H 4.561 0.227 1.207
H 5.855 1.374 0.916
H 4.034 1.889 -0.590
H 4.242 3.205 0.544
H 1.871 2.763 0.161
H 2.285 2.512 1.843
H 0.756 0.781 1.123
H 2.298 0.033 1.493
H 1.276 0.723 -1.315
H 1.324 -0.890 -0.586
H 2.833 -0.056 -0.970
C -2.242 -0.790 0.451
C -3.738 -0.519 0.403
C -4.078 0.970 0.297
C -3.623 1.831 1.480
C -4.159 1.399 2.847
C -5.675 1.477 2.948
H -1.777 -0.339 1.332
H -2.057 -1.868 0.494
H -1.746 -0.397 -0.442
H -4.222 -0.962 1.279
H -4.156 -1.033 -0.471
H -5.160 1.074 0.165
H -3.624 1.373 -0.617
H -3.928 2.868 1.291
H -2.527 1.845 1.522
H -3.726 2.055 3.613
H -3.826 0.385 3.088
H -6.026 2.496 2.757
H -6.000 1.189 3.953
H -6.162 0.804 2.237
```

Summary:
HOMO-LUMO gap   8.0 eV
Calculated total energy   -1573.29899 Eh

***

# C33H72FN5O4P

A 3-piece molecular cluster, C33H72FN5O4P overall in a non-equilibrium geometry (wB97M-V/def2-TZVPD, OMol25).

```
116
Properties=species:S:1:pos:R:3
C 3.618 -4.032 2.802
C 2.703 -3.070 3.587
C 1.488 -2.603 2.783
C 1.893 -1.893 1.470
N 1.327 -0.561 1.348
P -0.254 -0.437 0.468
C -1.930 -0.201 -0.484
C -2.598 1.161 -0.332
C -3.021 1.525 1.074
F -1.808 2.177 -0.880
N 0.761 0.027 -1.050
C 1.282 -0.817 -1.826
C 0.541 -1.947 -2.544
C 2.761 -0.742 -2.194
O -1.121 -0.809 1.970
C -1.792 -2.019 2.044
C -3.111 -1.830 2.804
N -3.597 -3.063 3.452
C -3.892 -4.148 2.502
C -3.233 -5.457 2.929
C -1.745 -5.522 2.625
O -3.893 -6.579 2.343
H 3.129 -4.377 1.892
H 4.542 -3.532 2.510
H 3.901 -4.894 3.405
H 3.261 -2.223 3.987
H 2.318 -3.625 4.448
H 0.848 -3.467 2.598
H 0.968 -1.837 3.357
H 2.981 -1.763 1.534
H 1.733 -2.545 0.594
H 1.978 -0.010 0.804
H -0.214 -1.837 0.103
H -0.281 0.935 0.839
H -2.691 -0.963 -0.287
H -1.694 -0.268 -1.550
H -3.507 1.115 -0.948
H -2.146 1.907 1.602
H -3.791 2.296 1.113
H -3.356 0.660 1.639
H 1.096 -2.337 -3.396
H 0.290 -2.761 -1.860
H -0.412 -1.553 -2.896
H 2.885 -0.638 -3.280
H 3.211 -1.702 -1.931
H 3.238 0.105 -1.711
H -1.232 -2.793 2.586
H -2.037 -2.437 1.060
H -3.859 -1.508 2.061
H -3.016 -1.020 3.523
H -4.483 -2.819 3.872
H -4.967 -4.358 2.520
H -3.648 -3.887 1.470
H -3.347 -5.534 4.011
H -1.535 -5.368 1.565
H -1.407 -6.534 2.866
H -1.158 -4.849 3.244
H -3.602 -6.650 1.434
C -2.952 5.886 4.444
C -4.273 5.345 3.853
C -5.458 6.124 4.424
C -5.760 5.785 5.883
C -5.923 4.276 6.070
C -4.749 3.465 5.517
N -4.418 3.883 4.123
O -5.259 3.360 3.295
C -3.525 3.614 6.439
C -5.096 1.980 5.538
C -4.180 5.578 2.348
H -2.602 6.736 3.859
H -3.050 6.240 5.469
H -2.170 5.129 4.412
H -6.350 5.914 3.824
H -5.261 7.194 4.322
H -4.974 6.167 6.541
H -6.681 6.287 6.189
H -6.046 4.042 7.130
H -6.845 3.959 5.572
H -2.648 3.149 5.989
H -3.720 3.112 7.387
H -3.282 4.646 6.682
H -6.018 1.766 5.002
H -5.229 1.657 6.571
H -4.296 1.386 5.095
H -3.349 5.018 1.917
H -4.014 6.639 2.162
H -5.092 5.289 1.830
C 4.750 1.132 -6.089
C 5.802 0.005 -5.981
C 7.128 0.472 -6.584
C 7.105 0.557 -8.110
C 6.632 -0.761 -8.723
C 5.301 -1.255 -8.151
N 5.323 -1.240 -6.657
O 5.973 -2.266 -6.218
C 4.144 -0.395 -8.690
C 5.025 -2.669 -8.648
C 5.973 -0.251 -4.490
H 4.834 1.804 -5.236
H 4.867 1.750 -6.978
H 3.738 0.728 -6.079
H 7.923 -0.217 -6.282
H 7.384 1.446 -6.160
H 6.468 1.381 -8.442
H 8.108 0.785 -8.475
H 6.532 -0.654 -9.806
H 7.400 -1.522 -8.554
H 3.210 -0.651 -8.191
H 4.016 -0.584 -9.756
H 4.307 0.674 -8.585
H 5.839 -3.353 -8.417
H 4.904 -2.651 -9.732
H 4.109 -3.066 -8.208
H 5.040 -0.596 -4.043
H 6.265 0.671 -3.988
H 6.746 -0.988 -4.277
```

Summary:
HOMO-LUMO gap (alpha / beta)   6.0 / 5.8 eV
Spin multiplicity   3
Calculated total energy   -2316.35493 Eh
Charge   -1